Molecular formula: C23H25N3OS
Method: DFT, the ωB97M-V functional and the def2-TZVPD basis

Last column: Mulliken charge in e.
Element x y z (Å)
S -3.39527 2.82354 -3.42122  -0.55
C -4.98128 2.85208 -3.45080  0.27
N -6.17108 2.86848 -3.47241  -0.58
C 2.57452 -1.89773 2.90013  -1.01
N 1.82897 -0.94316 2.09965  0.27
C 2.16516 0.39280 2.10394  0.37
O 3.05772 0.90439 2.74543  -0.67
C 1.21950 1.09412 1.14110  -0.03
C 1.97850 1.80572 0.01806  -0.76
C 2.89639 2.88606 0.51137  0.42
C 4.26970 2.79743 0.33375  -0.27
C 5.10978 3.77599 0.82553  -0.68
C 4.59062 4.85426 1.51035  -0.39
C 3.22756 4.95589 1.69203  -0.78
C 2.38787 3.98079 1.19339  -0.21
N 0.29198 0.04330 0.62538  0.50
C -0.73127 0.27507 -0.24797  0.14
C -1.55029 -0.72885 -0.71649  0.58
C -2.59081 -0.61793 -1.61731  -0.58
C -3.37524 -1.73587 -2.03067  0.75
C -4.42322 -1.56501 -2.95452  -0.40
C -5.18897 -2.63358 -3.35961  -0.73
C -4.94345 -3.90166 -2.86392  -0.29
C -3.92043 -4.09943 -1.95556  -0.82
C -3.14694 -3.04128 -1.54322  -0.24
C 0.67468 -1.28769 1.22259  0.14
C 1.16087 -2.24572 0.13818  -1.50
C -0.44312 -1.84302 2.10448  -1.53
H 3.36214 -1.36489 3.43010  0.39
H 1.92109 -2.37997 3.62533  0.31
H 3.02628 -2.66044 2.26732  0.32
H 0.60853 1.81159 1.70255  0.34
H 2.55060 1.05426 -0.53390  0.39
H 1.27342 2.23180 -0.70282  0.45
H 4.67972 1.94782 -0.18475  0.34
H 6.17529 3.68923 0.68743  0.38
H 5.24950 5.60858 1.91075  0.39
H 2.82077 5.79009 2.24004  0.39
H 1.32459 4.06343 1.34005  0.40
H -0.88910 1.28522 -0.57717  0.67
H -1.35415 -1.70947 -0.33962  -0.79
H -2.81587 0.35157 -2.02789  0.15
H -4.62297 -0.58121 -3.34138  0.50
H -5.98815 -2.48537 -4.06603  0.42
H -5.54705 -4.73653 -3.18096  0.39
H -3.72843 -5.08577 -1.56648  0.39
H -2.35952 -3.22521 -0.83572  0.38
H 2.02455 -1.80635 -0.36006  0.35
H 1.46960 -3.19522 0.57307  0.45
H 0.40996 -2.44510 -0.62378  0.39
H -0.64354 -1.13788 2.91075  0.38
H -1.37659 -2.00005 1.56798  0.38
H -0.14308 -2.78914 2.55351  0.45

Properties
* DFT total energy: -41607.8923 eV
* largest force on an atom: 0.106 Eh/bohr
* frontier orbital gap: 3.6 eV
* charge: 0
* relative energy (zero: lowest compared OMol25 entry of this formula, charge and spin): 2.876 eV
* LUMO level: -2.527 eV

=====

Molecular formula: C23H25N4O2PRuS
Method: DFT, the ωB97M-V functional and the def2-TZVPD basis

Last column: Mulliken charge in e.
Element x y z (Å)
Ru 0.90034 -0.01799 -1.08529  0.51
S -0.92324 0.53754 -2.40505  -0.34
C -1.66113 1.34615 -1.04243  0.53
N -2.65401 2.13420 -1.22209  -0.60
N -3.12525 2.79277 -0.14002  0.40
C -4.22061 3.57002 -0.21811  0.96
C -4.63073 4.25899 0.95598  -0.44
C -5.74497 5.04889 0.91356  -0.64
C -6.46775 5.17159 -0.28293  -0.40
C -6.06267 4.49450 -1.44375  -0.58
C -4.95158 3.69647 -1.42930  -0.26
N -1.04191 1.20812 0.24228  -0.27
N -0.87771 0.01216 0.60107  -0.46
C -0.31498 -0.20260 1.87521  0.50
C 0.27759 0.79934 2.65263  -0.17
C 0.83788 0.44751 3.86021  -0.79
C 0.79753 -0.87948 4.29812  -0.47
C 0.19900 -1.86563 3.52788  -0.79
C -0.35112 -1.52881 2.30268  0.15
H -2.61123 2.73559 0.73668  0.21
H -4.05602 4.15006 1.86765  0.37
H -6.07051 5.57935 1.79702  0.40
H -7.34890 5.79806 -0.31113  0.41
H -6.63369 4.60673 -2.35457  0.40
H -4.61662 3.16726 -2.30819  0.47
H 0.31649 1.82164 2.30257  0.48
H 1.31462 1.20137 4.47125  0.41
H 1.24159 -1.13832 5.25011  0.45
H 0.16914 -2.88905 3.87494  0.47
H -0.82339 -2.27118 1.67311  0.51
C 1.26350 -2.16913 -3.72988  -1.15
P 2.06687 -0.73205 -2.99717  1.16
C 3.74133 -1.21639 -2.54802  -1.21
C 2.19247 0.53486 -4.26920  -1.16
H 1.83355 -2.49547 -4.60158  0.43
H 0.24931 -1.91946 -4.04105  0.38
H 1.23049 -2.98422 -3.00662  0.35
H 4.26629 -1.54520 -3.44662  0.50
H 3.71248 -2.03758 -1.83084  0.27
H 4.26483 -0.36932 -2.10613  0.37
H 2.78345 0.14650 -5.10075  0.42
H 2.68655 1.41764 -3.86346  0.36
H 1.20446 0.81364 -4.63349  0.39
O 4.16848 -0.14267 1.33605  -0.56
C 3.23595 -0.69140 0.84285  -0.21
O 2.42201 0.01713 -0.01939  -0.56
C 2.87076 -2.11988 1.05097  0.97
C 3.56937 -2.80190 2.04527  -0.78
C 3.27088 -4.12578 2.32447  -0.60
C 2.28267 -4.78372 1.60489  -0.55
C 1.58767 -4.11595 0.60407  -1.04
C 1.88253 -2.79001 0.33660  0.49
H 4.34255 -2.27712 2.58994  0.53
H 3.81524 -4.64715 3.09982  0.47
H 2.05697 -5.82039 1.81625  0.45
H 0.82172 -4.62926 0.03787  0.48
H 1.31144 -2.30100 -0.45488  0.37

Properties
* DFT total energy: -57000.7798 eV
* largest force on an atom: 0.008 Eh/bohr
* frontier orbital gap (spin up / spin down): 7.0 / 6.1 eV
* charge: +2
* relative energy (zero: lowest compared OMol25 entry of this formula, charge and spin): 0.934 eV
* LUMO level (spin up / spin down): -7.176 / -8.524 eV
* spin multiplicity: 5

=====

Molecular formula: C23H25NO4S2
Method: DFT, the ωB97M-V functional and the def2-TZVPD basis

Last column: Mulliken charge in e.
Element x y z (Å)
O 1.60012 -3.03464 0.68334  -0.64
S 0.15363 -3.04403 0.63142  1.26
O -0.58829 -2.32940 -0.38403  -0.65
C -0.48507 -2.60562 2.24411  -0.88
C -0.84412 -1.32294 2.57422  0.32
C -1.64442 -1.08498 3.78869  0.36
C -1.21844 -1.60217 5.03317  -0.20
C -1.99656 -1.45003 6.17755  -0.66
C -3.24819 -0.83740 6.10097  -0.36
C -3.71464 -0.37087 4.86853  -0.67
C -2.91143 -0.46389 3.73147  -0.27
S -1.03357 -4.10430 3.10558  1.34
O -2.43185 -4.01899 3.45485  -0.60
O -0.01912 -4.47037 4.07500  -0.63
C -0.94369 -5.27573 1.72842  0.53
C -1.42010 -6.58784 1.78813  -0.76
C -1.35556 -7.39012 0.64805  -0.55
C -0.82500 -6.87850 -0.53997  -0.57
C -0.35308 -5.56581 -0.58446  -0.69
C -0.40540 -4.77080 0.56264  0.14
H -0.67984 -0.52575 1.85185  0.46
H -0.27312 -2.13868 5.10295  0.45
H -1.63309 -1.83272 7.13210  0.38
H -3.86326 -0.70405 6.99308  0.38
H -4.71378 0.06155 4.77712  0.37
H -3.28530 -0.17460 2.74348  0.42
H -1.83451 -6.97202 2.71756  0.44
H -1.72538 -8.41332 0.68133  0.38
H -0.78358 -7.50018 -1.43347  0.38
H 0.05096 -5.14464 -1.50083  0.43
C 1.79909 1.04961 2.14020  -0.90
C 1.74413 2.00169 1.13634  1.03
N 0.67693 2.67699 0.69769  0.14
C 0.70050 3.53986 -0.47416  -0.64
C -0.76603 3.92077 -0.70807  -0.55
C -1.57880 3.33825 0.47495  -0.64
C -0.59908 2.58621 1.37879  0.08
C 3.07973 2.35240 0.54937  -0.63
C 4.04549 1.49601 1.37279  -0.71
C 3.21656 0.84238 2.53166  -0.96
H 0.96194 0.69438 2.72523  0.55
H 1.33463 4.43303 -0.32701  0.26
H 1.12299 2.99970 -1.33657  0.33
H -0.87209 5.01003 -0.77128  0.28
H -1.09209 3.48095 -1.65872  0.25
H -2.06659 4.13364 1.04650  0.33
H -2.33652 2.63383 0.11665  0.31
H -0.87499 1.53082 1.51559  -0.39
H -0.54283 3.03483 2.38786  0.27
H 3.27934 3.42755 0.66384  0.25
H 3.13539 2.10875 -0.52011  0.24
H 4.87598 2.09594 1.75877  0.31
H 4.44307 0.71342 0.71635  0.26
H 3.52837 -0.18776 2.72207  0.35
H 3.40116 1.42531 3.44636  0.26

Properties
* DFT total energy: -55603.9509 eV
* largest force on an atom: 0.049 Eh/bohr
* frontier orbital gap: 6.5 eV
* charge: 0
* relative energy (zero: lowest compared OMol25 entry of this formula, charge and spin): 0.000 eV
* LUMO level: -0.458 eV

=====

Molecular formula: C23H26BCoNO2Se2
Method: DFT, the ωB97M-V functional and the def2-TZVPD basis

Last column: Mulliken charge in e.
Element x y z (Å)
Co 1.34488 -0.56497 0.00806  0.02
C -0.98493 -2.67646 -0.08672  -0.99
Se -1.09189 -0.88850 0.69097  0.06
C -0.83086 -1.39714 2.56651  -0.85
C 0.54791 -1.93965 2.89806  -0.76
Se 2.02682 -0.78416 2.31244  0.12
C 1.48507 0.80776 3.29024  -0.93
H -1.76854 -3.30351 0.33140  0.34
H -0.00533 -3.12262 0.07441  0.32
H -1.13138 -2.54653 -1.15595  0.34
H -1.59911 -2.12513 2.82914  0.51
H -1.03755 -0.48852 3.13172  0.37
H 0.72738 -2.89476 2.40373  0.39
H 0.64252 -2.09925 3.97282  0.47
H 1.42881 0.57633 4.35140  0.39
H 0.53576 1.18335 2.91690  0.29
H 2.25744 1.54874 3.10391  0.27
C 4.87401 7.29153 -1.02593  -1.61
C 4.16915 6.78961 0.24268  2.04
C 3.22941 7.88166 0.77366  -1.60
C 5.23513 6.52497 1.30747  -2.09
C 3.36332 5.53275 -0.09134  0.39
C 2.34961 5.61272 -1.04972  -0.42
C 1.57178 4.52279 -1.42318  -1.78
C 1.83649 3.32292 -0.80012  0.93
O 1.24646 2.10155 -0.96215  -0.41
B 1.90837 1.22594 -0.08100  0.58
O 2.89548 1.93743 0.61599  -0.41
C 2.83868 3.22916 0.15382  0.69
C 3.61300 4.30572 0.52689  -0.92
H 5.45796 8.18721 -0.80535  0.44
H 4.15693 7.53854 -1.80814  0.33
H 5.54730 6.52600 -1.41430  0.38
H 3.79817 8.77985 1.02245  0.44
H 2.71753 7.53878 1.67427  0.38
H 2.47414 8.15381 0.03663  0.32
H 5.78315 7.44584 1.51046  0.43
H 5.95496 5.77518 0.97604  0.40
H 4.78597 6.19107 2.24419  0.40
H 2.15579 6.56234 -1.53098  0.39
H 0.79501 4.60811 -2.17041  0.43
H 4.38678 4.18067 1.27001  0.52
N 3.58259 -4.63674 -8.75974  -0.51
C 3.36019 -4.13407 -7.75004  0.02
C 3.08184 -3.51390 -6.49425  0.58
C 2.79080 -4.29811 -5.37798  -0.55
C 2.52022 -3.69785 -4.16468  -0.50
C 2.53335 -2.30513 -4.03454  0.19
C 2.82800 -1.52775 -5.16224  -0.57
C 3.09823 -2.12232 -6.37715  -0.54
C 2.24964 -1.69249 -2.78023  0.96
C 2.00864 -1.17625 -1.70247  -1.50
H 2.77889 -5.37568 -5.47092  0.43
H 2.29786 -4.30333 -3.29688  0.45
H 2.83993 -0.45128 -5.06363  0.47
H 3.32398 -1.51801 -7.24534  0.43

Properties
* DFT total energy: -198852.9349 eV
* largest force on an atom: 0.017 Eh/bohr
* frontier orbital gap (spin up / spin down): 7.8 / 8.1 eV
* charge: 0
* relative energy (zero: lowest compared OMol25 entry of this formula, charge and spin): 0.268 eV
* LUMO level (spin up / spin down): -0.200 / 0.051 eV
* spin multiplicity: 2